Record 1
Entry from OMol25: 6 unconnected molecules or ions with the total composition C31H72Cl2N6O7 at a distorted geometry (ωB97M-V/def2-TZVPD).

Gap between HOMO and LUMO = 9.30 eV
E_LUMO = 0.23 eV
Structure (SMILES) = CCOCC[C@H]1CC(=O)N[C@@H]1/C(Cl)=C(\C)Cl.COC[C@@H](C)N.COC[C@@H](C)N.COC[C@@H](C)N.COC[C@@H](C)N.COC[C@@H](C)N
Net charge = 0
Total energy = -2999.74141 hartree

Element x y z (Å)
N (-0.754, -1.622, -0.713)
H (-0.286, 3.256, 5.216)
H (0.372, 4.532, -4.779)
C (-4.560, -0.304, -2.646)
H (2.142, 9.381, -4.262)
H (1.670, 0.050, 7.774)
H (4.507, -0.519, 5.920)
H (0.399, -2.979, -2.680)
H (-1.037, -1.377, 0.235)
H (-0.472, 8.281, -4.932)
H (-0.155, 9.326, -3.761)
C (-1.884, -8.139, -3.897)
H (0.507, 5.855, -5.934)
H (4.692, -2.048, 8.793)
H (1.212, -1.424, -2.635)
Cl (-2.119, 2.358, 2.393)
N (0.624, 3.184, 4.746)
C (-4.314, -8.824, -4.353)
H (-1.358, -2.410, -0.946)
H (-3.139, -6.808, -5.747)
H (-2.068, -7.706, -6.529)
H (-6.916, 0.118, -0.100)
C (0.903, 5.462, -4.996)
H (0.237, -1.628, 4.184)
H (3.141, -3.487, 7.402)
H (-0.355, 3.290, -0.055)
H (-0.553, -6.167, -0.813)
N (-6.580, 1.152, -2.633)
H (3.687, 2.833, 4.511)
H (-3.915, -6.240, -3.116)
C (-0.011, -5.242, -1.021)
C (1.656, 7.359, -3.752)
H (-3.030, -7.165, -1.857)
H (-1.919, -8.728, -2.972)
H (1.682, 5.375, -1.208)
H (3.164, 4.198, 2.800)
H (-5.909, 1.919, -2.584)
O (1.539, 4.720, 0.860)
H (-5.482, 1.123, -0.218)
C (2.438, 3.604, 0.702)
H (0.483, 3.314, -1.694)
H (3.758, -1.779, 4.952)
H (0.382, 3.444, 2.714)
C (2.098, 2.153, 2.920)
H (-0.885, -8.287, -4.320)
H (-4.031, -1.100, -2.108)
H (-1.024, 4.375, -1.444)
C (2.998, 3.259, 2.176)
H (1.544, 7.701, -2.718)
H (1.209, -0.047, 4.643)
H (0.639, -3.025, 1.274)
H (-6.682, 0.988, -3.633)
H (1.281, 7.717, -6.671)
H (1.750, -3.813, 0.167)
H (-2.124, 1.749, -1.915)
H (-2.696, 0.314, -1.046)
H (0.275, 6.009, -0.180)
C (-5.943, -0.024, -2.027)
H (1.935, 2.650, 0.326)
H (-3.614, 1.856, -0.980)
C (-3.015, 1.194, -1.611)
H (2.838, -0.972, 8.606)
H (5.909, -1.152, 7.870)
C (0.919, 5.081, -0.397)
C (3.951, -1.463, 5.984)
H (-4.280, -9.369, -3.406)
O (0.648, 6.368, -3.936)
H (1.968, 5.235, -5.097)
C (0.600, -0.602, 3.865)
N (3.986, -3.775, 6.907)
C (-2.912, -8.643, -4.930)
H (-4.822, -7.873, -4.182)
H (2.072, -2.874, -2.110)
O (-3.736, 0.847, -2.782)
H (-0.401, -4.838, -1.957)
H (3.634, -4.117, 6.015)
H (5.601, -2.828, 5.986)
O (1.861, 2.627, 6.754)
H (-2.643, -5.465, -2.177)
H (1.051, -5.480, -1.119)
H (3.348, 3.826, 0.054)
O (-0.262, -4.339, 0.043)
H (-6.575, -0.896, -2.229)
H (6.176, -2.844, 8.298)
O (-1.974, -6.747, -3.613)
H (-4.717, -0.672, -3.665)
C (0.624, -2.125, -0.675)
H (4.029, 2.775, 2.022)
C (0.753, -3.361, 0.238)
C (1.510, 8.587, -4.673)
C (-0.654, 0.196, 3.302)
H (2.288, 1.133, 2.454)
H (-5.319, -0.631, -0.037)
H (2.079, 9.280, -6.641)
Cl (-2.174, -0.777, 2.943)
H (3.396, 0.408, 7.604)
C (2.662, -0.397, 7.695)
C (2.799, 2.130, 4.394)
C (-0.600, 1.583, 3.089)
H (2.957, 7.842, -6.111)
C (-0.092, 3.958, -0.950)
C (4.783, -2.567, 6.667)
C (-5.904, 0.160, -0.513)
C (1.741, 2.643, 5.510)
H (3.086, 1.110, 4.814)
H (2.656, 6.916, -3.826)
C (1.980, 8.334, -6.102)
H (1.310, -0.783, 2.974)
C (5.418, -2.122, 7.981)
C (1.100, -2.373, -2.103)
N (0.126, 9.077, -4.707)
C (-2.946, -6.406, -2.640)
H (-2.576, -9.628, -5.272)
H (1.263, -1.339, -0.255)
N (-2.988, -7.755, -6.096)
O (2.667, -1.256, 6.562)
H (-4.936, -9.398, -5.045)
C (0.627, 2.545, 3.394)

Record 2
Entry from OMol25: a molecular structure, C58H46BrN4O3P2PtSe at a distorted geometry (ωB97M-V/def2-TZVPD).

Gap between HOMO and LUMO (spin up / spin down) = 4.32 / 4.22 eV
E_LUMO (spin up / spin down) = -9.04 / -10.33 eV
Net charge = +3
2S+1 = 5
Total energy = -8458.94843 hartree

Element x y z (Å)
C (5.126, -1.355, 1.299)
H (-5.748, -0.679, -4.149)
N (-1.608, -2.086, 3.383)
C (-1.611, 2.852, 5.061)
C (-0.028, 3.798, -5.445)
H (-0.396, 5.144, -3.844)
C (-0.777, 4.400, -1.192)
C (-0.871, 1.775, 4.691)
C (-4.738, -0.523, -3.805)
C (-4.684, 0.564, 2.867)
C (-0.210, 4.272, 0.079)
H (5.723, 2.650, 1.323)
C (-3.214, 0.350, -2.176)
C (-0.972, 6.764, -0.826)
C (0.519, -2.165, -2.985)
C (2.497, 2.923, 2.295)
C (5.878, -1.367, 2.473)
O (1.965, -0.156, 2.563)
C (-2.244, -8.291, 0.852)
P (0.097, 2.632, 0.790)
C (0.775, -0.797, -2.950)
C (2.045, -0.318, -3.276)
H (-2.989, -4.432, 0.552)
C (-0.399, 1.579, 3.295)
C (-1.501, 3.767, 2.817)
C (-2.484, -6.938, 0.926)
C (2.662, 2.537, -0.085)
C (3.974, -0.610, 3.727)
H (4.002, -0.820, -3.963)
C (1.515, -3.038, -3.387)
H (3.555, -1.085, -0.828)
H (0.326, 2.245, -6.883)
H (2.244, 0.743, -3.234)
C (-0.251, -7.869, -0.443)
H (-0.013, 7.536, 0.930)
C (1.888, 2.705, 1.065)
C (-1.979, 3.834, 4.125)
H (0.584, -8.248, -1.012)
C (-0.313, 4.109, -4.128)
C (4.647, 2.677, 1.248)
H (4.643, 2.355, -0.870)
C (0.124, 2.480, -5.851)
H (0.682, 1.363, 3.281)
Pt (-0.485, 0.499, -0.047)
H (0.195, 0.442, -5.219)
C (-0.487, 3.088, -3.197)
N (0.918, -2.345, 0.197)
Se (-0.099, -1.305, 3.155)
H (-3.351, -6.572, 1.457)
P (-0.479, 0.391, -2.421)
H (0.073, 4.594, -6.165)
C (-0.671, 2.749, 2.411)
H (1.911, 3.126, 3.178)
H (-4.190, -2.709, 3.655)
H (-1.806, 5.756, -2.511)
H (-0.464, -2.535, -2.727)
H (-1.322, 7.731, -1.153)
C (-3.991, -1.685, 3.384)
H (-2.628, 4.644, 4.414)
C (-4.510, 0.135, -2.605)
H (1.309, -4.095, -3.450)
H (4.363, 3.084, 3.325)
H (1.775, 0.118, 0.954)
H (-3.012, 0.881, -1.246)
O (-0.849, 3.218, -1.888)
C (0.283, -3.465, 0.366)
C (-0.468, -6.513, -0.355)
H (-1.544, -1.135, -4.736)
H (5.581, -1.626, 0.359)
H (-0.956, -9.827, 0.085)
C (-1.227, 5.649, -1.608)
C (0.093, 5.403, 0.831)
C (3.879, 2.910, 2.378)
H (3.543, -3.242, -4.042)
C (-3.382, 0.982, 2.682)
H (-1.936, 2.956, 6.084)
C (-2.371, -0.779, -4.139)
C (-2.345, 0.073, 2.862)
H (2.766, -3.171, 0.337)
H (-3.173, 1.997, 2.389)
N (2.214, -2.330, 0.170)
H (-5.483, 1.278, 2.757)
H (-3.851, -1.480, -5.504)
H (-1.782, 4.537, 2.114)
C (3.033, -1.196, -3.678)
C (3.802, -0.985, 1.320)
H (2.165, 2.405, -1.038)
H (-2.931, -8.986, 1.310)
C (2.935, -1.059, 0.080)
C (-3.672, -0.979, -4.566)
C (-4.987, -0.761, 3.213)
C (-1.121, -3.527, 0.290)
H (0.179, -5.836, -0.895)
C (3.182, -0.569, 2.546)
C (-1.932, -4.623, 0.411)
H (-5.341, 0.489, -2.014)
H (3.496, -0.333, 4.654)
C (-0.261, 6.655, 0.361)
H (-6.020, -1.051, 3.338)
Br (-1.984, -1.823, 0.045)
H (6.917, -1.659, 2.445)
H (-0.635, 0.992, 5.398)
H (0.606, 5.294, 1.776)
C (-0.255, 1.761, -3.591)
H (0.816, -4.387, 0.590)
C (-1.127, -8.765, 0.169)
C (0.033, 1.465, -4.917)
C (-1.588, -6.010, 0.343)
C (-2.651, -1.282, 3.216)
C (-2.143, -0.115, -2.938)
H (5.860, -1.051, 4.598)
C (5.284, -1.012, 3.685)
N (-0.985, 0.313, 2.727)
C (2.769, -2.557, -3.733)
O (2.036, -0.023, 0.003)
C (4.039, 2.512, 0.011)

Record 3
Entry from OMol25: C8H14O3S in the gas phase at a distorted geometry (ωB97M-V/def2-TZVPD).

Energy above the lowest of the compared OMol25 structures with the same formula, charge and spin = 50.0 kcal/mol
Gap between HOMO and LUMO = 10.63 eV
E_LUMO = 0.72 eV
Structure (SMILES) = C=CC(C)(C)OS(=O)(=O)/C=C\C
Net charge = 0
Total energy = -937.02268 hartree

Element x y z (Å)
C (-1.332, 0.600, -0.574)
C (-1.466, -0.795, 0.005)
H (4.873, 0.865, 0.059)
H (-1.352, -1.788, -2.023)
H (3.526, 0.113, -1.010)
H (4.052, 1.962, -0.882)
H (-2.873, 1.560, 0.555)
H (-2.335, 2.464, -0.908)
C (-2.311, -0.677, 1.306)
O (1.983, -2.179, 0.579)
O (1.444, -0.775, -1.401)
H (1.141, 0.741, 1.811)
O (-0.224, -1.241, 0.508)
H (-2.318, -2.699, -0.887)
H (2.888, 2.198, 1.136)
H (-2.285, -1.594, 1.922)
S (1.322, -1.007, 0.054)
H (-2.881, -1.034, -1.568)
C (-2.047, -1.648, -1.141)
H (-0.622, 0.824, -1.361)
H (-3.366, -0.512, 1.136)
C (1.648, 0.601, 0.901)
C (2.776, 1.272, 0.647)
H (-1.877, 0.141, 1.851)
C (3.830, 1.024, -0.454)
C (-2.194, 1.584, -0.262)

Record 4
Entry from OMol25: a molecular structure, C11H9NO at a distorted geometry (ωB97M-V/def2-TZVPD).

Energy above the lowest of the compared OMol25 structures with the same formula, charge and spin = 94.9 kcal/mol
Gap between HOMO and LUMO (spin up / spin down) = 7.80 / 7.81 eV
E_LUMO (spin up / spin down) = 0.28 / 0.28 eV
Net charge = 0
Total energy = -554.36921 hartree

Element x y z (Å)
C (2.646, 1.373, 1.036)
C (-1.519, -1.998, -0.526)
N (-0.888, 1.265, 0.076)
H (-3.545, -1.501, 1.786)
H (3.433, 1.823, 1.749)
C (-1.576, -1.541, 0.876)
H (-3.639, -2.800, -1.054)
C (3.243, 0.821, -0.023)
O (-2.966, 1.868, -0.805)
C (1.283, 1.407, 1.164)
H (0.737, 1.997, 1.887)
C (-2.872, -2.182, -0.601)
H (3.048, 0.149, -2.147)
C (1.144, 0.514, -1.116)
C (0.502, 1.054, 0.007)
H (-0.837, -2.257, -1.268)
C (2.517, 0.371, -1.162)
C (-1.881, 1.630, -0.502)
H (-0.804, -1.260, 1.607)
H (4.299, 0.820, -0.005)
C (-2.892, -1.683, 0.890)
H (0.567, 0.132, -1.869)

Record 5
Entry from OMol25: 2 unconnected molecules or ions with the total composition C4H12NO2 at a distorted geometry (ωB97M-V/def2-TZVPD).

Energy above the lowest of the compared OMol25 structures with the same formula, charge and spin = 70.6 kcal/mol
Gap between HOMO and LUMO = 6.57 eV
E_LUMO = 3.70 eV
Net charge = -1
Total energy = -364.74292 hartree

Element x y z (Å)
O (-0.699, 1.953, 1.073)
C (0.407, 1.256, 1.390)
C (-1.506, -0.771, -0.661)
H (-1.951, 0.226, 1.090)
N (-1.370, -0.605, 0.789)
C (0.110, -0.338, 1.088)
H (-1.099, -1.768, -0.943)
H (0.837, -0.762, 0.413)
C (-1.039, 0.444, -1.530)
H (0.706, 1.276, 2.421)
H (0.433, -0.792, 2.112)
H (3.004, -0.857, -1.441)
H (-0.626, 0.135, -2.697)
H (-1.774, 1.325, -1.340)
H (-2.669, -0.808, -0.775)
H (-0.034, 0.832, -1.199)
H (1.496, 1.262, 0.753)
H (2.476, -0.898, -0.059)
O (3.298, -1.108, -0.485)

Record 6
Entry from OMol25: a molecular structure, CHF3NO3RuS2 at a distorted geometry (ωB97M-V/def2-TZVPD).

Gap between HOMO and LUMO (spin up / spin down) = 9.18 / 6.48 eV
E_LUMO (spin up / spin down) = -10.90 / -13.77 eV
Net charge = +2
2S+1 = 6
Total energy = -1509.00880 hartree

Element x y z (Å)
S (-0.057, 0.866, -0.923)
O (-1.475, 1.315, -0.736)
H (-3.553, 2.724, -0.596)
N (-0.125, -0.044, -2.272)
F (0.562, -1.646, -0.122)
O (0.646, -1.212, -4.206)
Ru (-3.029, 1.653, -1.807)
O (1.002, 1.850, -0.934)
F (1.230, -0.074, 1.182)
F (-0.863, -0.604, 1.082)
S (1.115, -0.295, -3.170)
C (0.257, -0.487, 0.409)

Record 7
Entry from OMol25: 2 unconnected molecules or ions with the total composition C3H8OS2 at a distorted geometry (ωB97M-V/def2-TZVPD).

Energy above the lowest of the compared OMol25 structures with the same formula, charge and spin = 7.5 kcal/mol
Gap between HOMO and LUMO = 8.44 eV
E_LUMO = 0.65 eV
Structure (SMILES) = C1CSSC1.O
Net charge = 0
Total energy = -990.69862 hartree

Element x y z (Å)
H (0.602, -0.392, 0.843)
H (-0.641, 0.813, 0.393)
H (-1.909, -0.983, -0.007)
S (-1.151, -0.797, -2.308)
O (2.462, -2.620, -7.812)
H (2.455, -2.244, -6.903)
H (-0.535, -2.073, -0.353)
H (1.712, -0.070, -1.285)
H (1.344, 1.530, -0.579)
C (0.896, 0.647, -1.074)
C (0.000, 0.000, 0.000)
C (-0.956, -1.071, -0.563)
S (-0.037, 0.830, -2.641)
H (1.515, -2.802, -8.012)

Record 8
Entry from OMol25: 2 unconnected molecules or ions with the total composition CH3ClOS at a distorted geometry (ωB97M-V/def2-TZVPD).

Energy above the lowest of the compared OMol25 structures with the same formula, charge and spin = 67.3 kcal/mol
Gap between HOMO and LUMO (spin up / spin down) = 7.40 / 7.45 eV
E_LUMO (spin up / spin down) = -2.09 / -2.04 eV
Net charge = 0
Total energy = -973.38354 hartree

Element x y z (Å)
S (0.229, 2.060, -1.045)
H (0.682, -0.599, -0.059)
C (-0.332, -0.604, 0.440)
Cl (1.602, 0.647, -1.241)
O (-0.785, 0.694, 0.544)
H (-0.314, -0.921, 1.505)
H (-1.081, -1.276, -0.144)